# 1
Molecular formula: C13H21N
Method: DFT, ωB97M-V/def2-TZVPD

Summary:
- Orbital gap: 8.17 eV
- Total energy: -562.53832 Ha

XYZ file:
```
35
C13H21N (ωB97M-V/def2-TZVPD)
C -0.21458 -1.28955 -0.08556
C 1.14454 -1.27873 -0.16209
C 0.88097 1.02609 -0.45657
C 0.98651 2.34511 -0.43986
C -3.76655 0.18124 0.29516
C -2.71476 -0.19732 1.34386
C -3.26041 -0.33401 -1.05409
C -1.51080 0.69190 1.05537
C -1.84899 0.19630 -1.35246
C -0.90750 0.06896 -0.14332
C 2.03524 -2.42197 0.10799
C 3.96577 0.45010 0.72298
C 3.10307 0.21844 -0.57853
N 1.72349 -0.03491 -0.32294
H -0.71663 -2.25199 0.11451
H 1.97038 2.77447 -0.60427
H 0.34232 3.18510 -0.49517
H -4.68395 -0.30689 0.71155
H -3.81432 1.33956 0.16093
H -3.13968 0.16594 2.38028
H -2.45098 -1.15619 1.13929
H -3.26353 -1.37933 -1.16254
H -3.86388 0.04680 -1.83735
H -1.76844 1.68867 0.83281
H -0.92650 0.88553 1.92837
H -1.39661 -0.29520 -2.17142
H -1.99585 1.26526 -1.37827
H 3.02654 -1.89990 0.40296
H 2.13272 -3.02277 -0.77973
H 1.83017 -3.00920 1.03655
H 3.84333 -0.28587 1.57393
H 4.88590 0.62339 0.34330
H 3.56189 1.40235 1.17574
H 3.28384 1.14640 -1.07893
H 3.52727 -0.53774 -1.22247
```



# 2
Molecular formula: C3H3NO2S
Method: DFT, ωB97M-V/def2-TZVPD

Summary:
- Orbital gap (spin up / spin down): 10.33 / 10.33 eV
- Total energy: -719.31727 Ha

XYZ file:
```
10
C3H3NO2S (ωB97M-V/def2-TZVPD)
C 0.95032 -0.77284 -0.28835
C 1.10985 0.66242 0.14950
C -1.41542 0.07022 -0.04808
N -0.09035 -1.35442 -0.38610
O -2.30486 -0.27624 0.89492
O -2.68404 -0.22981 -0.47877
S -0.47857 1.49982 -0.00186
H 1.84991 -1.21775 -0.61493
H 1.20825 0.64381 1.26939
H 1.85492 0.97479 -0.49572
```



# 3
Molecular formula: C4H5NO3
Method: DFT, ωB97M-V/def2-TZVPD

Summary:
- Orbital gap: 9.55 eV
- Total energy: -435.72680 Ha

XYZ file:
```
13
C4H5NO3 (ωB97M-V/def2-TZVPD)
C 1.32755 -0.19069 0.60437
C -0.08950 0.28302 0.35408
C -0.94490 1.36699 -0.02246
C -2.31067 -0.41369 -0.00474
H 2.05623 0.34451 -1.23318
H 2.82236 -1.49853 -0.87769
H 1.03474 -1.14913 1.34486
H 1.89002 0.84034 0.98294
H -1.14726 2.43568 -0.21694
N 1.77695 -0.72434 -0.74056
O -2.29674 0.77170 -0.36358
O -3.18202 -1.30001 -0.07535
O -0.93675 -0.76586 0.24825
```



# 4
Molecular formula: C2H4N6O5
Method: DFT, ωB97M-V/def2-TZVPD

Summary:
- Orbital gap (spin up / spin down): 7.16 / 7.15 eV
- Total energy: -783.04323 Ha

XYZ file:
```
17
C2H4N6O5 (ωB97M-V/def2-TZVPD)
C 0.62207 0.67039 0.58510
C 0.39576 -0.59241 1.11155
N -0.22035 1.26490 -0.35550
N -0.58715 -1.34549 0.52781
N -1.49713 1.44860 -0.08982
N 0.34031 1.72737 -1.54154
N -0.94385 -2.45600 1.00872
N 1.71119 1.48713 1.03631
O -0.55732 -3.02854 2.03946
O 1.74799 2.62348 0.59100
O -2.15372 2.01596 -0.95310
O 2.52643 1.02513 1.79510
O 1.13487 -1.04317 2.10398
H -0.41636 2.20662 -2.03907
H 1.11309 2.36942 -1.36037
H -1.67127 -2.92034 0.43610
H 0.80527 -1.91562 2.42748
```



# 5
Molecular formula: C16H10BrF5Tc
Method: DFT, ωB97M-V/def2-TZVPD

Summary:
- Orbital gap (spin up / spin down): 7.73 / 5.71 eV
- Total energy: -3769.64997 Ha
- Spin multiplicity: 4

XYZ file:
```
33
C16H10BrF5Tc (ωB97M-V/def2-TZVPD)
C -2.02153 -0.51314 -1.32374
C -2.02313 -1.02188 0.03499
C -1.88400 0.05754 0.92135
H -2.17912 -2.06239 0.33105
C -1.75367 1.27396 0.16273
C -1.91382 0.93255 -1.23777
H -1.96445 1.65317 -2.02542
H -2.15191 -1.13532 -2.20366
H -2.02892 0.03096 1.98983
H -1.64669 2.26401 0.58728
Tc -0.11084 -0.06931 -0.44441
Br 0.57625 -2.28388 -0.96286
C 1.65128 1.04736 -2.56300
C 0.56371 1.80308 -3.06278
C -0.38534 0.90264 -3.63865
H 0.54774 2.88459 -3.21857
C 0.10003 -0.40866 -3.49690
C 1.38973 -0.33551 -2.86175
H 2.13239 -1.13738 -2.88249
H 2.64941 1.44455 -2.32594
H -1.23640 1.18966 -4.25200
H -0.30278 -1.29560 -3.98541
F 0.25699 -2.69363 1.79368
C 0.76972 -1.54151 2.31016
C 0.61980 -0.32550 1.63759
C 0.78080 0.75409 2.49742
F 0.51877 2.00798 2.06361
C 1.19676 0.63970 3.84191
F 1.36943 1.74481 4.58429
C 1.52626 -0.56766 4.41688
F 2.10108 -0.68691 5.63009
C 1.28169 -1.66625 3.61147
F 1.57074 -2.88613 4.07099
```



# 6
Molecular formula: C4H10N4
Method: DFT, ωB97M-V/def2-TZVPD

Summary:
- Orbital gap: 8.97 eV
- Total energy: -377.35386 Ha

XYZ file:
```
18
C4H10N4 (ωB97M-V/def2-TZVPD)
H -3.01495 -1.27646 1.38711
N -2.48899 -1.27483 0.53742
C -1.39810 -0.59172 0.61764
N -0.85115 -0.08879 1.76773
C -0.58436 -0.47947 -0.68037
N 0.54371 0.40262 -0.74344
C 0.54730 1.70259 -1.37690
N 1.70947 0.22779 -0.06178
C 2.20319 -0.93737 0.32032
H -1.46643 0.01525 2.57855
H -0.11119 0.58918 1.65112
H -1.35670 -0.29456 -1.41937
H -0.14624 -1.51223 -0.74275
H -0.14004 2.46939 -0.91271
H 0.13956 1.66538 -2.45081
H 1.58120 2.10338 -1.46187
H 1.78479 -1.87145 -0.01954
H 3.04896 -0.84871 1.00966
```



Question: Which formula does entry 2 have?
Answer: C3H3NO2S